Entry 1:
Density functional theory data (ωB97M-V/def2-TZVPD) for a 5-piece molecular cluster, C27H41F15N5O7 overall.

Output
Multiplicity: 1
Gap between HOMO and LUMO: 9.274 eV
HOMO: -11.40 eV
Net charge: +1
Calculated total energy: -3351.7655 a.u.

```
95
C27H41F15N5O7 (ωB97M-V/def2-TZVPD)
C 0.59648 0.72780 2.45888
C 0.36997 1.12713 0.99529
C 1.26761 2.36622 0.64105
F 1.19021 3.20206 1.69269
F 0.79044 3.00598 -0.45423
C 2.76748 2.07005 0.35909
F 2.74552 1.10067 -0.60455
F 3.28911 1.57886 1.49063
C 3.70686 3.17285 -0.20180
F 4.93321 2.61516 -0.18776
F 3.35519 3.43195 -1.46566
C 3.79363 4.52119 0.57429
F 2.66567 5.20615 0.42855
F 4.80110 5.23097 0.09184
F 4.00437 4.27738 1.87015
N 0.74334 -0.08645 0.14566
C -0.36754 -1.09066 0.09190
C -1.40265 -0.51993 -0.86182
C -1.58841 0.99776 -0.66329
C -1.16231 1.42020 0.74979
C -1.58794 2.81435 1.25240
O -1.77223 2.98080 2.41960
C -1.85257 4.06800 0.36606
F -0.88233 4.96672 0.63754
F -1.81154 3.78576 -0.95201
C -3.22084 4.77218 0.69104
F -3.07761 5.52825 1.78089
F -3.49010 5.56764 -0.35830
C -4.41544 3.78533 0.87059
F -5.55756 4.41417 0.55971
F -4.20368 2.79788 -0.05154
C -4.62599 3.19587 2.29848
O -4.73051 3.89806 3.24244
O -4.68592 1.84828 2.28016
H 1.64001 0.80602 2.76161
H 0.27260 -0.30400 2.61680
H -0.00423 1.37915 3.10191
H 1.61690 -0.51455 0.50899
H 0.94108 0.16277 -0.83006
H 0.06581 -2.02168 -0.28327
H -0.74559 -1.24531 1.10462
H -0.95671 -0.66971 -1.84631
H -2.33714 -1.07927 -0.73944
H -0.98121 1.53259 -1.40080
H -2.61964 1.28749 -0.86460
H -1.67892 0.78215 1.48293
H -5.51921 1.55007 2.69755
C -9.11306 -1.61132 3.06048
C -8.24501 -0.41144 3.36061
O -7.92549 0.37569 2.48016
N -7.84897 -0.23366 4.64654
C -8.14333 -1.06405 5.79769
H -9.34250 -1.59775 1.99974
H -8.59928 -2.54152 3.30540
H -10.04315 -1.57549 3.62805
H -7.30323 0.60035 4.79952
H -8.69765 -0.50517 6.55232
H -7.22752 -1.44206 6.25365
H -8.74665 -1.91361 5.49531
C 4.71192 -1.11396 0.34815
C 3.76220 -1.95040 1.17395
O 2.55147 -1.68602 1.13291
N 4.23676 -2.94749 1.93286
C 5.61690 -3.36618 2.08499
H 4.00121 -0.44471 -0.09787
H 5.43249 -0.56319 0.95278
H 5.24451 -1.68761 -0.41012
H 3.52843 -3.44728 2.45038
H 5.74518 -4.40152 1.77049
H 5.93687 -3.27768 3.12274
H 6.26176 -2.74088 1.47494
C -0.06309 -1.93922 -5.04912
C 0.44013 -2.36702 -3.69779
O 0.66981 -1.54070 -2.80742
N 0.64257 -3.67540 -3.48334
C 0.45263 -4.77142 -4.41264
H -0.15495 -0.85718 -5.05262
H 0.64393 -2.24051 -5.82185
H -1.03579 -2.38153 -5.26749
H 1.01720 -3.89200 -2.57299
H -0.26065 -5.49543 -4.01834
H 1.40032 -5.27406 -4.60491
H 0.07470 -4.39468 -5.35675
C 5.40486 -3.27634 -4.00333
C 4.25000 -2.33921 -4.26892
O 3.21964 -2.71907 -4.80448
N 4.39294 -1.04076 -3.89496
C 5.53382 -0.40472 -3.27083
H 5.12503 -4.26115 -4.36433
H 6.30482 -2.94925 -4.52454
H 5.62979 -3.33500 -2.93751
H 3.58402 -0.47409 -4.10094
H 5.26595 0.02094 -2.30026
H 5.93088 0.39629 -3.89536
H 6.32441 -1.13243 -3.11504
```

***

Entry 2:
Density functional theory data (ωB97M-V/def2-TZVPD) for a 6-piece molecular cluster, C27H41F2I2NO22PS5 overall in a non-equilibrium geometry.

Output
Multiplicity: 1
Gap between HOMO and LUMO: 7.122 eV
HOMO: -11.29 eV
Net charge: +1
Calculated total energy: -5890.4691 a.u.

```
101
C27H41F2I2NO22PS5 (ωB97M-V/def2-TZVPD)
C 1.62998 4.15162 -4.70833
C 1.05164 2.76709 -4.20368
C -0.40036 2.98849 -3.55414
I -1.95371 3.30527 -5.05034
C -0.67162 1.77070 -2.61891
C -0.75175 0.44183 -3.21955
O -0.62289 0.32135 -4.61389
C -0.95951 -0.77043 -2.35737
C -1.00498 -2.12802 -3.17373
C 0.44926 -2.62533 -3.55622
C 0.60913 -2.75083 -5.13316
F 1.42407 -1.64787 -3.16298
C -1.09131 -0.71912 -0.86838
P -1.26268 -2.43231 -0.15014
O -2.59515 -2.52190 0.92320
I 0.84751 -2.83521 1.12218
C -1.04974 0.62211 -0.25205
C -1.22561 0.79770 1.21164
C -1.52663 -0.18941 2.34799
C -3.10485 -0.12066 2.62377
F -3.47891 1.08368 3.26424
C -1.13836 2.19732 1.68361
N -0.90171 3.28599 0.85159
C -0.76234 3.16427 -0.50640
C -0.82780 1.83587 -1.12873
H 0.99715 4.47508 -5.57646
H 1.59329 4.87000 -3.83993
H 2.70459 3.99983 -5.00747
H 1.72256 2.20396 -3.50101
H 0.95532 2.11452 -5.12197
H -0.31224 3.97058 -3.00865
H -1.55227 0.40288 -4.92625
H -1.50561 -1.85583 -4.15239
H -1.66199 -2.90252 -2.71126
H 0.73469 -3.61473 -3.11652
H -0.04756 -2.00491 -5.67467
H 0.26564 -3.76074 -5.51183
H 1.66015 -2.51756 -5.46634
H -3.39520 -2.75841 0.41219
H -1.13796 -1.22435 2.30111
H -1.08787 0.23640 3.30663
H -3.47570 -1.01433 3.19056
H -3.57814 -0.09692 1.59615
H -1.25480 2.45432 2.77142
H -0.82479 4.22537 1.25702
H -0.60790 4.10796 -1.08448
C 4.34184 -4.64395 5.61103
C 4.53512 -4.99599 4.15116
O 4.02713 -3.86603 3.43355
S 4.28874 -2.52680 4.29901
O 5.47536 -1.90574 3.81365
O 3.05232 -1.82840 4.43310
O 4.63103 -3.24186 5.69942
H 3.30625 -4.79979 5.91981
H 5.00394 -5.21130 6.26330
H 4.00420 -5.90307 3.86825
H 5.59481 -5.10418 3.90523
C 5.05966 1.10429 2.76220
C 3.86032 1.28211 3.67099
O 4.25365 2.28170 4.61283
S 5.26806 3.31609 3.89029
O 4.52157 4.45391 3.46560
O 6.44175 3.42120 4.68390
O 5.59900 2.41767 2.58640
H 5.82318 0.48306 3.23336
H 4.78667 0.67371 1.79957
H 3.58328 0.35935 4.18048
H 2.99740 1.66293 3.11535
C -8.36874 -2.16559 1.39512
C -7.09032 -2.92507 1.69549
O -6.32766 -2.85114 0.48675
S -6.64308 -1.44618 -0.25256
O -5.60974 -0.52303 0.08708
O -7.01727 -1.72041 -1.59491
O -7.96388 -1.05667 0.58633
H -9.06464 -2.77519 0.81380
H -8.86314 -1.81638 2.30017
H -7.27647 -3.96165 1.97034
H -6.51691 -2.43651 2.48806
C -0.85088 -5.61888 4.50000
C -1.60817 -6.38246 5.57086
O -0.65823 -6.58245 6.61974
S 0.35885 -5.32906 6.65993
O -0.08360 -4.42144 7.65942
O 1.69222 -5.83163 6.61244
O -0.01090 -4.70860 5.21356
H -0.21200 -6.28595 3.91546
H -1.51668 -5.07687 3.82957
H -1.98966 -7.33614 5.21058
H -2.43436 -5.78891 5.97141
C 1.99531 8.50837 -6.63201
C 1.88058 8.96231 -8.07513
O 1.62742 7.76660 -8.81672
S 0.77222 6.74637 -7.90310
O -0.60198 6.87861 -8.24671
O 1.44243 5.49082 -7.88265
O 1.00976 7.48275 -6.48313
H 2.97639 8.07015 -6.43182
H 1.81091 9.31882 -5.92841
H 2.78578 9.45100 -8.43071
H 1.02812 9.63268 -8.21282
```

***

Entry 3:
Density functional theory data (ωB97M-V/def2-TZVPD) for C27H42BN9O8SSe3TeY as an isolated structure.

Output
Multiplicity: 1
Gap between HOMO and LUMO: 5.475 eV
HOMO: -3.72 eV
Net charge: -1
Relative energy (zero: lowest compared OMol25 entry of this formula, charge and spin): 170.7 kJ/mol
Calculated total energy: -10082.7685 a.u.

```
93
C27H42BN9O8SSe3TeY (ωB97M-V/def2-TZVPD)
Y -0.02944 -1.13647 -0.88530
Se 1.80929 -2.20881 -3.28622
Se 1.64348 -2.02291 -5.57754
Te 4.64941 0.64311 -2.05175
Se 2.24020 -0.10978 -2.23985
C 3.14411 -1.51646 0.72443
C 4.17249 -1.96284 1.78581
N 3.67608 -3.12601 2.52668
C 3.33084 -4.17411 1.56448
C 2.20670 -3.70325 0.60556
N 1.88374 -2.28371 0.86574
C 1.40210 -2.17889 2.25600
C 2.46580 -2.72782 3.24032
H 3.52615 -1.68913 -0.27921
H 2.91806 -0.45374 0.78669
H 4.37738 -1.16514 2.50424
H 5.11938 -2.22763 1.31286
H 3.01860 -5.06032 2.12245
H 4.23479 -4.43453 1.01090
H 1.29956 -4.29020 0.73816
H 2.50137 -3.79430 -0.44040
H 0.47336 -2.74661 2.33138
H 1.16413 -1.13265 2.45629
H 2.08702 -3.59623 3.78539
H 2.74053 -1.97037 3.97825
O -1.95648 2.52736 5.37078
C -2.80935 2.55127 4.22991
N -2.57177 1.37470 3.46117
C -3.41965 0.30995 3.52409
O -4.45655 0.30591 4.16432
C -3.02627 -0.87102 2.69362
C -3.64942 -2.09467 2.89269
C -3.22779 -3.18314 2.14724
C -2.20537 -3.01557 1.22643
N -1.60762 -1.83818 1.02338
C -2.02485 -0.79773 1.74378
H -2.09901 3.33632 5.87186
H -2.59425 3.43412 3.62060
H -3.85839 2.54594 4.52348
H -1.68346 1.29721 2.97605
H -4.44101 -2.17008 3.62646
H -3.67473 -4.15877 2.27697
H -1.83758 -3.84992 0.64342
H -1.50122 0.12629 1.54252
N 1.30446 1.43377 -5.08963
C 0.09688 0.86185 -5.38137
N -0.70793 0.37218 -4.50117
C -1.85265 -0.11242 -5.10927
C -2.89480 -0.76437 -4.45385
C -3.98849 -1.19356 -5.18766
C -4.05637 -0.99228 -6.56602
C -3.01780 -0.36340 -7.23585
C -1.92706 0.07090 -6.49916
S -0.48342 0.87174 -7.04233
H 1.65835 1.09337 -4.19439
H 2.00216 1.28289 -5.80613
H -2.81870 -0.97828 -3.39525
H -4.79276 -1.71498 -4.68431
H -4.91624 -1.34438 -7.12107
H -3.05528 -0.22291 -8.30850
N -2.33868 2.27216 -2.69593
C -1.24269 1.75854 -2.07035
N -0.15606 2.53636 -1.96410
O -1.32639 0.65285 -1.49706
H -2.18411 3.01766 -3.35502
H -2.97054 1.55714 -3.02532
H 0.00870 3.26483 -2.63734
H 0.64944 2.15709 -1.47747
C 2.35879 3.95760 0.58128
C 1.96543 2.67851 1.29758
C 3.17204 2.10949 2.03488
O 1.58238 1.70610 0.30536
B 0.59799 0.84672 0.80770
O 0.12641 1.42809 2.01492
C 0.68603 2.75776 2.16999
C -0.34346 3.73791 1.61861
C 0.92675 3.01844 3.64521
H 3.22413 3.74914 -0.04937
H 2.62300 4.74116 1.29628
H 1.55396 4.32233 -0.05585
H 3.93869 1.86590 1.29682
H 2.90987 1.19500 2.57165
H 3.57864 2.82873 2.74871
H -0.53090 3.54858 0.56086
H -0.01651 4.77200 1.74135
H -1.28371 3.60985 2.15858
H 1.55547 2.24675 4.08490
H -0.02178 3.02836 4.18641
H 1.41358 3.98668 3.78649
O -0.09984 -3.57054 -0.98161
N -1.11399 -3.63650 -1.74400
O -1.48964 -4.67163 -2.22767
O -1.71371 -2.53438 -1.94468
```

***

Question: What is the net charge in the second record?
Answer: +1